Computed, not measured: an isolated molecule of C5H11NO at a distorted geometry, with ωB97M-V/def2-TZVPD.

Properties
Spin multiplicity = 1
Highest occupied orbital energy = -0.3086 Ha
LUMO energy = 0.931 eV
Energy relative to the best compared isomer or geometry (same formula, charge and spin) = 1.914 eV
SMILES = C=C(N)CCCO
Kohn-Sham gap = 9.33 eV

Structure (XYZ):
```
18
Properties=species:S:1:pos:R:3:forces:R:3
C 1.8495 -0.9167 -1.2334 0.456 -0.299 0.135
C 0.9593 0.0531 -1.0309 -0.065 0.632 -0.482
N 1.2226 1.4128 -1.1407 -0.027 1.342 -0.323
C -0.5098 -0.1796 -0.8081 -0.069 -2.006 0.460
C -1.2249 0.5853 0.2907 -1.548 1.005 -0.244
C -0.8770 0.1907 1.7218 2.742 -0.788 -2.123
O -1.3253 -1.1392 1.9757 -0.245 -0.048 0.528
H 1.6650 -1.9533 -0.9811 -0.349 0.094 -0.100
H 2.8273 -0.7310 -1.6655 0.003 0.258 0.284
H 0.5631 1.9638 -1.6703 -0.485 -0.271 0.222
H 2.1108 1.8639 -1.2912 0.517 -0.994 0.123
H -0.6085 -1.2577 -0.5920 -0.042 0.228 -0.056
H -1.0132 -0.0938 -1.7776 -0.034 0.406 0.117
H -2.3079 0.4397 0.1948 0.040 -0.164 -0.261
H -1.1010 1.6529 0.0796 0.200 0.041 0.521
H 0.2116 0.1007 1.5996 0.243 0.324 0.767
H -1.0284 0.9578 2.4716 -0.801 -0.313 0.305
H -0.5690 -1.7464 1.8995 -0.535 0.551 0.128
```
Positions in Å, forces in eV/Å.

Here are the Löwdin charges for atoms 1 to 5, given in e: 0.027, -0.450, 0.082, -0.177, -0.205



Computed, not measured: a structure of composition C18H11BrINO4Ti at a distorted geometry, with ωB97M-V/def2-TZVPD.

Properties
Spin multiplicity = 1
Highest occupied orbital energy = -0.3114 Ha
LUMO energy = -0.864 eV
Energy relative to the best compared isomer or geometry (same formula, charge and spin) = 0.482 eV
Kohn-Sham gap = 7.61 eV

Structure (XYZ):
```
37
Properties=species:S:1:pos:R:3:forces:R:3
Ti -0.6862 -0.3019 0.7599 -2.322 0.381 -1.668
O -0.5194 1.8588 4.0500 0.139 -0.349 -0.330
C -0.3195 1.0639 3.1667 0.833 0.296 1.789
O -0.9349 0.9904 2.0264 -0.558 1.011 0.554
C 0.7411 -0.0524 3.2663 -0.137 0.327 0.220
C 1.6041 -0.4110 4.2948 -0.223 0.187 -0.254
C 2.4174 -1.5235 4.0991 -0.097 -0.015 -0.129
C 2.3373 -2.2627 2.9219 -0.249 0.072 -0.314
C 1.4441 -1.8360 1.9514 0.145 -0.277 -0.124
N 0.7099 -0.7587 2.1529 1.073 -0.237 0.841
C 1.0710 -2.4538 0.5971 1.363 -1.143 0.612
O 1.5719 -3.4681 0.1845 -0.066 0.280 0.159
O 0.1612 -1.7402 0.0115 0.190 -0.910 -0.819
H 1.6332 0.1572 5.2103 -0.045 0.096 0.054
H 3.1102 -1.8274 4.8721 -0.019 0.005 0.031
H 2.9266 -3.1469 2.7497 0.106 -0.117 -0.006
Br 1.8878 0.9390 -0.0562 -0.046 0.172 -0.599
C 1.2056 1.0993 -1.8547 0.366 0.058 0.138
C 2.0877 1.3523 -2.8675 -0.062 -0.037 0.489
C 1.5976 1.5695 -4.1627 -0.260 -0.037 -0.123
C 0.2495 1.5747 -4.3852 0.213 0.028 -0.050
C -0.6667 1.3508 -3.3360 0.287 -0.149 0.367
C -2.0551 1.4533 -3.5449 -0.279 -0.043 0.205
C -2.9201 1.2971 -2.5004 0.007 0.076 -0.330
C -2.4417 0.9375 -1.2283 0.182 -0.005 0.395
C -1.0974 0.7585 -0.9620 -0.142 0.395 -0.596
C -0.1938 1.0445 -2.0241 -0.018 0.108 -0.287
H 3.1452 1.4134 -2.6686 0.115 -0.034 0.039
H 2.2957 1.7520 -4.9650 0.026 0.018 -0.090
H -0.1391 1.7666 -5.3736 -0.050 0.052 -0.131
H -2.4141 1.6820 -4.5366 -0.074 0.057 -0.119
H -3.9811 1.4327 -2.6490 -0.099 -0.019 -0.027
H -3.1761 0.8217 -0.4363 0.051 -0.087 -0.081
I -2.0555 -2.3819 2.8138 -0.268 -0.111 -0.044
C -2.4895 -1.3176 0.9792 -0.397 -0.175 0.140
H -3.3913 -0.7413 1.1995 0.182 -0.032 0.002
H -2.7172 -2.0924 0.2425 0.131 0.157 0.086
```
Positions in Å, forces in eV/Å.

Here are the Löwdin charges for atoms 1 to 5, given in e: 0.820, 0.135, -0.528, -0.132, -0.170